[1]
A cluster of 3 separate species, C26H55ClN4O5P in total. Source: the OMol25 dataset; level of theory: ωB97M-V/def2-TZVPD.

Structure (XYZ):
```
92
C26H55ClN4O5P | the OMol25 dataset | ωB97M-V/def2-TZVPD
C -0.083 3.227 0.897
C -0.662 2.042 0.027
C -0.518 2.304 -1.512
Cl -2.117 2.272 -2.390
N 0.539 1.507 -2.198
P 0.875 2.416 -3.759
N 1.557 3.822 -3.488
C 1.876 1.547 -1.491
C 2.293 0.126 -0.964
O 2.518 -0.686 -2.103
C 1.416 -0.763 -2.994
C 0.168 0.124 -2.642
C -0.768 -0.685 -1.706
O -1.419 -1.668 -2.555
O -1.553 -2.814 -1.743
H 0.545 2.813 1.713
H 0.567 3.909 0.319
H -0.917 3.746 1.398
H -1.733 1.930 0.267
H -0.109 1.135 0.342
H -0.204 3.366 -1.590
H 1.759 1.575 -4.481
H -0.330 2.506 -4.522
H 0.959 4.539 -3.900
H 1.934 2.334 -0.725
H 2.661 1.798 -2.238
H 3.242 0.236 -0.407
H 1.556 -0.285 -0.247
H 1.069 -1.819 -3.001
H 1.719 -0.563 -4.043
H -0.390 0.245 -3.601
H -1.583 -0.116 -1.221
H -0.243 -1.273 -0.928
H -0.848 -3.402 -2.051
C -6.296 -1.075 -3.373
C -5.698 -1.209 -1.952
C -6.660 -2.001 -1.053
C -7.880 -1.202 -0.609
C -7.460 0.129 0.010
C -6.534 0.948 -0.902
N -5.391 0.146 -1.413
O -4.518 0.010 -0.437
C -7.350 1.524 -2.077
C -6.058 2.192 -0.136
C -4.425 -2.045 -2.144
H -5.891 -0.207 -3.896
H -6.058 -1.946 -3.986
H -7.383 -1.004 -3.375
H -6.128 -2.342 -0.159
H -6.989 -2.904 -1.574
H -8.561 -1.033 -1.448
H -8.446 -1.778 0.127
H -8.348 0.714 0.257
H -6.955 -0.072 0.962
H -6.700 2.026 -2.797
H -8.068 2.263 -1.717
H -7.939 0.781 -2.610
H -5.556 1.942 0.799
H -6.906 2.826 0.126
H -5.373 2.789 -0.743
H -3.706 -1.509 -2.762
H -4.648 -2.992 -2.638
H -3.945 -2.300 -1.201
C 7.776 -0.185 4.137
C 6.267 0.132 4.016
C 5.481 -0.632 5.095
C 5.327 -2.121 4.803
C 4.762 -2.341 3.403
C 5.568 -1.618 2.314
N 5.800 -0.188 2.638
O 4.677 0.462 2.421
C 6.911 -2.346 2.102
C 4.842 -1.777 0.973
C 6.162 1.635 4.323
H 8.293 -0.029 3.189
H 8.259 0.467 4.866
H 7.973 -1.202 4.477
H 4.482 -0.196 5.198
H 5.970 -0.502 6.064
H 6.283 -2.641 4.915
H 4.653 -2.569 5.537
H 4.725 -3.411 3.187
H 3.724 -1.992 3.387
H 7.548 -1.797 1.406
H 6.745 -3.338 1.677
H 7.471 -2.511 3.019
H 3.818 -1.404 1.011
H 4.779 -2.827 0.686
H 5.371 -1.249 0.175
H 6.693 2.227 3.574
H 6.605 1.852 5.295
H 5.130 1.982 4.368
```

Total energy = -65848.000 eV
Charge = +1
HOMO (alpha / beta) = -10.673 / -11.470 eV
Spin multiplicity = 3
Frontier orbital gap (alpha / beta) = 0.2993 / 0.3285 Ha

---

[2]
An isolated molecule of C4H3N3S. Source: the OMol25 dataset; level of theory: ωB97M-V/def2-TZVPD.

Structure (XYZ):
```
11
C4H3N3S | the OMol25 dataset | ωB97M-V/def2-TZVPD
C 1.337 0.563 -0.283
C -1.071 0.320 -0.100
C 0.165 -0.298 -0.296
C -0.143 -1.633 -0.088
N 2.511 0.281 -0.032
N -1.374 -1.839 0.220
N -1.986 -0.609 0.249
S 4.017 0.607 0.191
H 0.875 1.640 -0.372
H -1.298 1.430 -0.004
H -3.032 -0.461 0.514
```

ΔE to the lowest compared entry with this formula, charge and spin = 4.789 eV
Total energy = -19496.753 eV
HOMO (alpha / beta) = -8.280 / -8.152 eV
Frontier orbital gap (alpha / beta) = 0.2615 / 0.2651 Ha

---

[3]
A cluster of 2 separate species, C3H6S in total. Source: the OMol25 dataset; level of theory: ωB97M-V/def2-TZVPD.

Structure (XYZ):
```
10
C3H6S | the OMol25 dataset | ωB97M-V/def2-TZVPD
C 0.314 0.467 -1.104
C 0.540 0.168 0.326
C -0.573 -0.495 0.899
H 1.074 0.582 -1.860
H -0.582 1.223 -1.343
H -0.285 -0.561 -1.507
H -1.264 -1.016 0.054
H -0.117 -1.280 1.747
H -1.119 0.565 1.758
S 2.012 0.347 1.029
```

ΔE to the lowest compared entry with this formula, charge and spin = 2.646 eV
Total energy = -14040.220 eV
HOMO = -8.572 eV
Frontier orbital gap = 0.3019 Ha

---

[4]
A structure of composition C14H25ClHfNP. Source: the OMol25 dataset; level of theory: ωB97M-V/def2-TZVPD.

Structure (XYZ):
```
43
C14H25ClHfNP | the OMol25 dataset | ωB97M-V/def2-TZVPD
C -2.689 0.262 -2.599
C -2.397 -0.932 -1.950
C -1.629 -1.027 -0.800
C -1.130 0.190 -0.172
C -1.444 1.396 -0.853
C -2.197 1.460 -2.014
C -1.459 -2.390 -0.181
C -0.126 -3.220 -0.264
N 1.218 -2.697 -0.419
Hf -0.061 0.737 1.866
C -0.786 2.693 -0.355
P 0.890 2.408 0.400
H -2.822 -1.883 -2.416
H -2.365 2.425 -2.526
H -3.219 0.298 -3.533
H -1.432 3.219 0.375
H -0.591 3.370 -1.200
H -1.789 -2.360 0.863
H -2.212 -3.012 -0.699
H -0.130 -3.738 0.698
C 1.308 3.908 1.329
C 2.081 2.168 -0.955
H -0.234 -3.983 -1.031
C 1.527 -1.743 -1.529
C 2.281 -2.853 0.595
H 1.180 1.579 3.011
H 2.009 -2.256 -2.405
H 0.657 -1.159 -1.852
H 2.261 -0.925 -1.182
H 3.000 -3.642 0.315
H 2.856 -1.910 0.730
H 1.896 -3.073 1.583
H 2.313 3.109 -1.479
H 3.005 1.748 -0.521
H 1.723 1.425 -1.686
H 1.405 4.752 0.627
H 0.516 4.059 2.081
H 2.258 3.691 1.855
H 0.830 0.990 3.426
Cl -0.730 -2.009 3.428
C -1.558 -0.455 2.984
H -2.519 -0.728 2.528
H -1.696 0.107 3.926
```

Total energy = -39507.413 eV
Charge = +2
HOMO (alpha / beta) = -13.399 / -13.418 eV
Frontier orbital gap (alpha / beta) = 0.1269 / 0.1277 Ha

---

Number 1: maximum force 3.68 eV/Å. Number 2: maximum force 3.43 eV/Å. Number 3: maximum force 5.52 eV/Å. Number 4: maximum force 10.95 eV/Å.